Model one:
DFT (ωB97M-V with the def2-TZVPD basis set) results for a 2-piece molecular cluster, C3H7N2O overall.

Structure (ORCA input):
```
! wB97M-V def2-TZVPD RIJCOSX def2/J DEFGRID3
* xyz 1 1
O 0.452 -3.568 -3.202
N 0.009 1.293 0.452
N 1.164 -0.568 0.385
C 1.199 1.504 1.083
C 1.855 0.329 1.151
C 0.000 0.000 0.000
H -0.659 2.036 0.177
H 1.484 2.481 1.474
H -0.753 -0.448 -0.649
H 1.481 -1.549 0.289
H 0.603 -3.597 -4.174
H -0.011 -2.713 -3.048
H 2.724 -0.037 1.698
*
```

LUMO energy   -3.82 eV
Kohn-Sham gap   10.501 eV

=====

Model two:
DFT (ωB97M-V with the def2-TZVPD basis set) results for a 2-piece molecular cluster, C3H7N2O overall.

Structure (ORCA input):
```
! wB97M-V def2-TZVPD RIJCOSX def2/J DEFGRID3
* xyz 1 1
O -1.590 1.332 1.582
N 1.411 -0.109 -0.967
N -0.037 -0.645 0.576
C 1.279 -0.444 0.344
C -0.684 -0.431 -0.602
C 0.185 -0.194 -1.584
H -0.639 -0.946 1.326
H 2.272 0.259 -1.350
H -2.218 2.026 1.353
H 0.056 -0.040 -2.646
H -2.143 0.745 2.104
H -1.747 -0.610 -0.682
H 2.077 -0.637 1.040
*
```

LUMO energy   -3.42 eV
Kohn-Sham gap   11.165 eV

=====

Model three:
DFT (ωB97M-V with the def2-TZVPD basis set) results for an isolated ion of composition C3H7N2O and charge +1.

Structure (ORCA input):
```
! wB97M-V def2-TZVPD RIJCOSX def2/J DEFGRID3
* xyz 1 1
O -0.670 1.478 0.051
N 1.608 0.646 -0.392
N -1.840 0.766 -0.351
C -1.781 -0.512 -0.308
C -0.667 -1.260 0.325
C 0.367 0.777 0.482
H -2.705 -0.984 -0.512
H 1.583 -0.328 -0.539
H -0.642 -1.766 1.270
H 0.814 0.889 1.506
H 2.478 1.027 0.104
H 0.062 -1.886 -0.433
H 1.393 1.154 -1.202
*
```

LUMO energy   -4.48 eV
Kohn-Sham gap   10.108 eV

=====

The most stable of them is model two.

=====

Model one:
DFT (ωB97M-V with the def2-TZVPD basis set) results for a 2-piece molecular cluster, C5H9FN overall.

Structure (ORCA input):
```
! wB97M-V def2-TZVPD RIJCOSX def2/J DEFGRID3
* xyz 1 1
F 2.367 0.973 -0.463
N 0.406 -2.648 0.939
C -0.082 -3.174 1.829
C 1.064 0.592 -0.546
C 0.801 -0.688 -1.063
C 0.109 1.648 -0.240
C -1.424 1.402 0.080
H -2.047 1.221 -0.862
H 0.135 2.481 -1.043
H 0.764 -1.208 -0.176
H -0.551 -3.518 2.788
H 0.493 2.224 0.704
H 1.493 -1.229 -1.580
H -1.941 2.174 0.665
H -1.472 0.564 0.651
H -0.114 -0.813 -1.685
*
```

LUMO energy   -6.02 eV
Kohn-Sham gap   10.689 eV

=====

Model two:
DFT (ωB97M-V with the def2-TZVPD basis set) results for a 2-piece molecular cluster, C5H9FN overall.

Structure (ORCA input):
```
! wB97M-V def2-TZVPD RIJCOSX def2/J DEFGRID3
* xyz 1 1
F 1.875 0.387 -0.583
N 0.542 -2.652 0.546
C -0.126 -0.587 -1.252
C 0.611 0.380 -0.471
C 0.105 1.351 0.507
C 1.105 -3.420 1.146
C -1.299 1.973 0.238
H -1.182 -0.492 -1.119
H 0.918 2.071 0.634
H -1.180 2.679 -0.683
H -2.050 1.198 0.018
H 1.655 -4.192 1.662
H 0.443 -0.733 -2.189
H 0.158 -1.598 -0.804
H 0.200 0.851 1.497
H -1.774 2.785 0.853
*
```

LUMO energy   -5.49 eV
Kohn-Sham gap   10.725 eV

=====

Model three:
DFT (ωB97M-V with the def2-TZVPD basis set) results for an isolated ion of composition C5H9FN and charge +1.

Structure (ORCA input):
```
! wB97M-V def2-TZVPD RIJCOSX def2/J DEFGRID3
* xyz 1 1
F 1.099 -2.412 -0.272
N -0.877 -0.050 -0.605
C 0.353 -1.589 0.455
C -1.091 -1.442 -0.091
C 0.592 1.291 0.909
C 1.520 0.993 -0.286
C 0.408 0.066 0.073
H 0.980 1.140 2.031
H -1.619 0.550 -0.348
H -1.285 -2.072 -1.003
H -0.196 1.946 0.836
H 1.607 1.807 -0.945
H 2.596 0.755 0.012
H -1.846 -1.535 0.631
H -0.700 -0.054 -1.669
H 0.531 -1.880 1.475
*
```

LUMO energy   -3.50 eV
Kohn-Sham gap   11.588 eV
SMILES   F[C@@H]1C[NH2+]C12CC2

=====

The most stable of them is model two.

=====

Model one:
DFT (ωB97M-V with the def2-TZVPD basis set) results for the molecule C8H10N2O3.

Structure (ORCA input):
```
! wB97M-V def2-TZVPD RIJCOSX def2/J DEFGRID3
* xyz 0 1
O -0.279 1.865 1.147
O -1.944 0.968 -0.028
O -4.131 1.289 0.402
N 2.290 -1.580 -1.004
N -0.727 0.656 0.797
C 0.954 0.410 -0.987
C -0.231 -2.036 1.737
C 0.607 1.711 -1.792
C 2.008 -0.372 -1.539
C -3.054 0.957 0.726
C 1.598 -2.106 -0.084
C 0.300 -0.124 0.138
C 0.544 -1.440 0.583
H -2.840 0.616 1.660
H 1.291 2.422 -1.540
H 0.088 2.370 0.266
H 2.611 0.165 -2.281
H -1.290 -1.924 1.461
H -0.430 2.065 -1.549
H 0.479 1.569 -2.883
H -0.045 -1.350 2.530
H 2.025 -3.066 0.254
H 0.175 -3.063 1.986
*
```

LUMO energy   0.35 eV
Kohn-Sham gap   9.989 eV
SMILES   Cc1cncc(C)c1N(O)OC=O

=====

Model two:
DFT (ωB97M-V with the def2-TZVPD basis set) results for C8H10N2O3 as an isolated structure.

Structure (ORCA input):
```
! wB97M-V def2-TZVPD RIJCOSX def2/J DEFGRID3
* xyz 0 1
O 0.099 -3.154 1.570
O 0.242 -1.099 0.098
O -2.030 -3.181 1.309
N -0.573 -0.542 2.531
N -0.951 -2.648 1.268
C 1.690 2.285 -1.819
C 0.085 1.322 -0.304
C 0.657 0.074 -0.500
C -0.885 -1.207 0.841
C -2.196 -0.672 0.344
C 1.758 -0.065 -1.342
C 2.272 1.038 -1.992
C 0.603 2.419 -0.977
H 2.190 -1.045 -1.464
H -0.165 0.370 2.342
H -2.086 -0.312 -0.678
H 2.086 3.147 -2.334
H 3.128 0.925 -2.638
H 0.144 3.385 -0.833
H 0.177 -1.140 2.871
H -2.569 0.124 0.982
H -0.751 1.458 0.363
H -2.925 -1.481 0.362
*
```

LUMO energy   0.10 eV
Kohn-Sham gap   9.322 eV

=====

The most stable of them is model two.

=====

Model one:
DFT (ωB97M-V with the def2-TZVPD basis set) results for a 8-piece molecular cluster, C8H32O8 overall.

Structure (ORCA input):
```
! wB97M-V def2-TZVPD RIJCOSX def2/J DEFGRID3
* xyz 0 1
O 0.632 -4.296 -2.704
O 3.137 -1.445 2.915
O 0.549 0.707 0.040
O -3.579 -0.957 -3.227
O -3.096 3.363 -0.211
O 2.673 4.587 -3.011
O -0.405 2.065 2.817
O -1.359 -1.184 1.054
C 1.295 -0.064 -0.916
C 3.332 3.436 -2.544
C 0.847 -3.136 -3.512
C 2.482 -2.199 3.933
C -2.832 2.356 0.760
C -2.622 -1.446 1.697
C -3.050 -1.038 -1.908
C 0.791 1.638 3.475
H 1.069 -3.396 -4.552
H -3.321 -1.678 0.888
H 0.542 1.552 4.530
H 1.126 0.682 3.069
H 1.684 -2.575 -3.110
H 2.190 -0.469 -0.443
H -0.754 -1.889 1.296
H -3.382 -1.982 -1.459
H -3.420 -0.206 -1.319
H 3.261 2.643 -3.287
H -0.191 0.150 0.319
H -0.131 2.293 1.922
H 1.578 2.385 3.354
H 1.464 -1.839 4.073
H -3.226 -1.692 -3.736
H 0.635 -0.843 -1.304
H 2.719 -1.567 2.059
H -1.957 -1.053 -1.903
H 0.162 -4.948 -3.229
H -2.352 3.971 -0.229
H 2.497 -3.278 3.734
H 4.409 3.607 -2.391
H 1.556 0.579 -1.756
H -2.503 -2.297 2.357
H -2.446 2.790 1.683
H -0.049 -2.507 -3.542
H -3.771 1.847 0.960
H 3.107 -2.098 4.818
H 2.845 5.307 -2.398
H -3.030 -0.545 2.149
H 2.975 3.020 -1.593
H -2.084 1.650 0.382
*
```

LUMO energy   0.19 eV
Kohn-Sham gap   10.171 eV
SMILES   CO.CO.CO.CO.CO.CO.CO.CO

=====

Model two:
DFT (ωB97M-V with the def2-TZVPD basis set) results for a 8-piece molecular cluster, C8H32O8 overall.

Structure (ORCA input):
```
! wB97M-V def2-TZVPD RIJCOSX def2/J DEFGRID3
* xyz 0 1
O 13.985 8.898 -9.786
O 11.102 7.127 -14.060
O 16.478 10.312 -10.876
O 11.630 14.301 -15.702
O 12.270 7.175 -11.378
O 17.513 12.827 -11.622
O 13.953 11.002 -12.346
O 14.106 11.369 -15.356
C 16.546 9.272 -11.843
C 17.485 13.663 -10.488
C 13.421 6.446 -11.789
C 10.859 8.223 -14.920
C 10.997 13.473 -14.762
C 12.533 11.023 -12.419
C 14.200 11.168 -16.769
C 13.078 9.090 -8.727
H 12.125 11.905 -11.926
H 12.116 10.113 -11.977
H 13.134 5.471 -12.189
H 17.701 14.685 -10.807
H 16.242 8.314 -11.428
H 12.255 11.060 -13.472
H 17.059 12.006 -11.383
H 10.188 7.961 -15.742
H 13.977 6.987 -12.562
H 11.848 7.476 -12.196
H 10.602 12.561 -15.231
H 12.065 8.791 -9.010
H 13.419 11.749 -17.267
H 13.386 8.521 -7.847
H 15.882 9.537 -12.671
H 11.780 8.653 -15.317
H 17.565 9.256 -12.227
H 13.034 10.151 -8.449
H 13.521 8.416 -10.484
H 15.176 11.493 -17.127
H 10.165 14.003 -14.299
H 16.503 13.667 -10.005
H 11.305 6.327 -14.551
H 14.027 10.127 -17.058
H 10.351 8.984 -14.328
H 11.679 13.163 -13.967
H 14.146 10.527 -14.899
H 15.924 10.014 -10.146
H 12.571 14.115 -15.677
H 14.052 6.316 -10.914
H 14.246 11.620 -11.673
H 18.254 13.385 -9.754
*
```

LUMO energy   0.27 eV
Kohn-Sham gap   9.771 eV
SMILES   CO.CO.CO.CO.CO.CO.CO.CO

=====

The most stable of them is model two.